Here is a 4-piece molecular cluster, C5H18O3 overall at a distorted geometry from the OMol25 dataset. Energies are from ωB97M-V with the def2-TZVPD basis set.

Properties
Net charge: 0
Molar mass in g mol⁻¹: 126.20
SMILES: CCCCC.O.O.O
Max |F| in eV Å⁻¹: 5.756
Lowest unoccupied orbital energy in eV: 0.23
HOMO-LUMO gap in eV: 10.57
E_HOMO in Eh: -0.3799
Energy relative to the best compared isomer or geometry (same formula, charge and spin) in kcal per mole: 51.7

Last column: Löwdin charge in e.
Geometry (Å):
H -0.8462 -2.0724 -2.1333  0.0303
C -1.4976 1.1722 2.5150  -0.2736
C -0.8818 1.7171 1.0786  -0.1556
O 0.0562 0.0337 -2.8133  -0.0274
H -0.6844 0.9918 3.2146  0.0952
H 0.6865 -0.6132 -3.0417  0.0145
C -0.0670 0.5253 0.6198  -0.3072
H 4.2408 -0.1890 -1.1759  0.0233
H -2.1909 1.9472 3.0705  0.1345
H -2.8539 -0.1356 3.2440  0.0511
H -0.7103 -0.3441 0.7422  0.0599
H -1.6553 1.8580 0.4182  0.0689
H 1.6166 -0.2944 1.8172  0.0679
H 0.5121 0.8685 -2.7400  0.0407
H 1.6050 1.3363 1.5942  0.0659
C 1.4046 0.4234 1.0211  -0.0981
O 3.8926 -0.4523 -2.0006  0.0251
H 3.1328 -0.0966 -2.2684  -0.0606
H -1.4411 -2.4645 -0.8768  -0.0102
H -0.1736 2.5443 1.2697  0.1063
H -1.5021 -0.9254 2.3387  0.1013
O -1.3651 -2.8163 -1.7345  -0.0442
C -2.2422 -0.0514 2.4061  -0.1791
H -2.8645 -0.0640 1.4812  0.1002
H 0.0435 0.4970 -0.5802  0.1109
H 2.1195 0.3150 0.1684  0.0601